1.
Formula: C5H38N2O12
Source: the Open Molecules 2025 dataset
Level of theory: wB97M-V/def2-TZVPD

Results
ΔE to the lowest compared entry with this formula, charge and spin ... 195.2 kcal per mole
Net charge ... 0

```
57
Properties=species:S:1:pos:R:3:forces:R:3:lowdin_charge:R:1
C 0.0604 -0.2489 4.0832 -2.5 0.2 -1.6 -0.128
N 1.2271 -0.4803 3.2491 -0.3 0.6 -0.4 -0.120
C 1.1191 0.2196 1.9187 0.2 2.3 0.4 -0.380
C 1.6466 -0.6105 0.7539 1.0 -0.7 1.6 -0.167
C 1.6414 0.0175 -0.6362 -0.1 -1.6 -2.2 -0.235
N 0.5195 -0.3728 -1.5059 0.2 0.2 -0.4 0.011
C 1.9817 1.5331 1.9606 -0.8 -1.4 0.8 -0.038
H -0.3905 0.7973 4.0001 0.9 -0.9 0.6 0.103
H -0.7516 -0.8483 3.5750 0.4 0.3 1.0 0.082
H 0.1874 -0.5943 5.1133 0.0 0.2 -0.3 0.083
H 1.9819 -0.0915 3.7918 0.7 0.2 -0.4 0.100
H 0.0915 0.5886 1.7387 0.1 -0.7 0.3 0.120
H 2.7236 -0.7675 1.0104 -0.6 -0.1 -0.1 0.114
H 1.1933 -1.6162 0.9515 0.2 0.6 -1.3 0.113
H 1.6922 1.0829 -0.7173 0.0 0.8 0.8 0.089
H 2.5285 -0.2751 -1.2813 -0.5 -0.1 1.4 0.125
H -0.2817 0.2391 -1.4755 -0.2 -0.1 0.6 0.052
H 0.2197 -1.3173 -1.3333 0.0 0.2 0.0 0.021
H 1.8397 2.1273 2.8665 0.1 -0.3 0.1 0.085
H 1.7619 2.1835 1.1478 0.0 0.4 -0.8 0.053
H 2.9574 1.0888 1.8619 0.9 0.7 0.2 0.072
H -2.1659 -2.6873 -1.6326 0.2 -0.4 -0.1 0.056
H -0.6553 -2.9880 -1.2500 -0.1 -0.5 -0.2 0.030
O -1.4491 -2.4761 -1.0293 -0.2 0.0 0.0 -0.055
H -1.5023 3.7957 -1.2588 1.9 5.8 1.6 -0.089
H -0.1397 3.2556 -1.2115 0.3 0.5 0.1 0.058
O -0.6986 3.8982 -0.7257 2.3 0.2 2.5 -0.059
H -2.2986 2.2358 0.3220 -0.3 -0.6 0.6 0.000
H -3.4618 2.9250 -0.3029 -0.5 -0.1 0.2 0.042
O -3.2148 2.0613 0.0540 0.3 0.6 -0.6 -0.052
H 0.3003 1.4440 -2.9127 0.5 -0.1 -0.3 0.024
H -0.6676 2.5645 -3.4479 0.6 -0.6 0.2 0.091
O -0.3348 2.1141 -2.6604 3.6 -2.1 -0.7 -0.098
H -1.3177 -0.6898 -4.4543 0.6 0.1 0.3 0.007
H 0.0884 -0.0122 -3.9505 -0.2 -1.2 0.4 0.003
O -0.6841 0.0315 -4.5124 -0.2 0.9 -1.2 -0.056
H 2.6708 -3.9553 1.3795 0.2 0.4 -0.2 0.016
H 3.6441 -3.8665 0.0739 0.2 0.1 0.7 0.054
O 2.8084 -4.1640 0.4391 -0.3 -0.4 -0.3 -0.062
H -0.8543 3.2861 1.0098 0.1 0.5 0.3 -0.012
H -1.8466 4.1114 1.7936 0.1 0.0 0.1 0.041
O -1.2257 3.3845 1.9089 0.1 -0.3 -0.1 -0.082
H 1.2280 -2.4620 3.2282 1.1 -0.1 -0.4 0.036
H 2.7310 -2.8419 3.3669 -0.1 0.3 0.2 0.045
O 1.9150 -3.1133 2.9405 -0.5 -0.6 0.1 -0.086
H -2.6834 2.7743 -2.7174 -0.4 0.0 0.1 0.117
H -1.8267 2.9765 -1.4419 -1.9 -5.1 -1.0 -0.001
O -1.9136 3.2277 -2.3630 -6.6 1.8 -3.0 -0.067
H 1.2823 -4.8721 -1.4993 0.2 0.1 0.3 0.045
H 1.8293 -3.4948 -1.0499 -0.1 -0.6 0.3 0.003
O 1.2288 -3.9296 -1.6709 -0.8 0.7 -0.7 -0.067
H -3.3481 -0.2415 -2.9871 0.0 0.0 0.0 0.054
H -2.4283 -1.4052 -3.2982 -0.1 0.0 0.3 0.007
O -3.1970 -0.9367 -3.6384 -0.1 -0.2 0.1 -0.038
H -1.5264 -0.7495 1.4737 -0.1 0.0 0.0 0.002
H -2.1130 -1.3303 0.2003 0.2 0.4 0.2 0.000
O -2.1219 -0.5252 0.7519 0.0 -0.3 0.0 -0.062
```
Positions in Å, forces in eV/Å.


2.
Formula: C5H38N2O12
Source: the Open Molecules 2025 dataset
Level of theory: wB97M-V/def2-TZVPD

Results
ΔE to the lowest compared entry with this formula, charge and spin ... 111.9 kcal per mole
Net charge ... 0

```
57
Properties=species:S:1:pos:R:3:forces:R:3:lowdin_charge:R:1
N 0.2343 -2.2468 0.8366 -1.3 -0.6 0.1 0.036
C -1.5545 -0.5835 -0.8707 -0.5 1.1 -2.0 -0.083
C -0.0680 -0.2406 -0.5944 -3.0 -0.5 1.4 -0.185
C 0.1756 -0.7796 0.8250 4.0 -0.2 -0.9 -0.338
C 1.6793 -0.4229 1.1493 -0.3 0.2 -1.3 -0.204
N 1.8170 0.9369 1.6577 0.2 0.0 0.5 -0.134
C 2.9082 1.1596 2.6246 -1.2 0.5 -0.7 -0.101
H 0.6513 -2.6000 -0.0132 0.4 0.3 0.0 0.026
H -0.6594 -2.7274 0.8554 -0.4 0.5 0.2 0.059
H -2.1994 0.3033 -0.8746 0.2 0.1 0.8 0.069
H -1.7124 -0.8346 -1.9219 0.2 -0.7 0.1 0.048
H -2.0283 -1.3417 -0.2682 0.2 -0.2 0.3 0.056
H 0.5618 -0.7493 -1.3107 0.5 0.0 0.2 0.077
H 0.0227 0.8411 -0.6680 0.5 0.0 0.0 0.100
H -0.3895 -0.3110 1.6221 -0.7 -0.4 -0.2 0.125
H 2.1184 -1.2619 1.6847 0.0 0.6 1.1 0.104
H 2.2365 -0.4757 0.1955 -0.2 -0.1 -0.1 0.108
H 1.9254 1.5762 0.8801 0.0 -0.1 -0.1 0.073
H 2.5174 0.8601 3.5885 0.6 -0.6 0.3 0.074
H 3.8231 0.6850 2.2789 0.3 -0.1 0.5 0.076
H 3.0339 2.2373 2.7289 0.3 0.0 -0.2 0.078
H 2.0171 2.1861 -4.4816 -0.1 0.3 0.3 0.053
H 1.5048 1.9195 -2.9868 0.4 0.1 -0.4 0.017
O 1.7689 1.5197 -3.8374 0.0 -0.4 -0.1 -0.063
H -2.1030 0.5832 -3.3692 0.4 0.1 -0.8 -0.009
H -2.5125 1.3335 -4.7313 0.5 -0.5 0.0 0.035
O -2.7402 1.1529 -3.8205 -1.1 0.4 0.4 -0.067
H 3.0444 -2.7350 -0.6274 -0.6 0.7 0.1 0.059
H 2.8057 -3.8852 -1.4328 -0.5 -0.5 -0.6 0.059
O 2.3421 -3.0730 -1.2071 1.1 -0.2 0.4 -0.052
H -2.7971 3.2992 -2.8379 -0.4 -0.4 0.0 0.035
H -3.1396 2.9350 -1.3413 -0.4 -0.3 -0.7 0.037
O -2.4397 3.1597 -1.9598 0.8 0.5 0.9 -0.062
H -0.3498 2.1591 2.4267 -0.2 0.5 0.2 0.037
H 0.1510 1.0412 3.1518 0.2 0.1 0.4 0.012
O -0.4461 1.7908 3.3157 0.3 -0.2 -0.8 -0.076
H 1.3425 -3.7541 2.5172 0.1 0.0 0.1 0.014
H 0.4303 -2.7170 3.0061 0.1 0.0 0.1 0.001
O 1.1281 -3.2975 3.3373 -0.1 -0.1 0.1 -0.086
H 2.6848 3.2389 -1.5625 0.1 0.1 0.0 0.066
H 1.1854 3.3614 -1.2467 0.1 0.0 0.0 0.066
O 1.9134 2.7271 -1.2996 -0.3 0.1 0.1 -0.041
H -1.3754 0.1951 5.2881 0.5 0.5 -0.6 0.025
H -1.8569 0.4393 3.7403 0.8 0.5 0.8 -0.001
O -2.0450 0.0876 4.6173 -1.6 -1.2 0.1 -0.074
H 0.2286 -3.2097 -2.0309 0.0 -0.1 0.0 -0.010
H -0.4664 -4.3990 -1.3898 0.0 -0.1 0.1 0.033
O -0.5127 -3.8145 -2.1503 0.0 0.1 -0.1 -0.047
H 0.2733 -0.8021 -3.1462 0.0 0.0 -0.2 0.028
H 0.3087 0.3669 -4.1412 0.0 -0.1 0.4 0.027
O -0.2975 -0.2029 -3.6348 0.0 -0.1 -0.5 -0.072
H -1.2111 4.4682 0.5741 0.0 -0.2 -0.1 0.018
H -2.5627 4.2139 -0.1158 0.3 0.1 -0.2 -0.013
O -2.1044 4.8025 0.4871 -0.2 0.4 0.5 -0.048
H -3.2132 -3.5512 1.5770 -0.1 0.0 0.0 0.040
H -3.1997 -2.7899 2.8981 -0.1 0.1 0.4 0.038
O -2.8491 -2.7739 2.0090 0.2 0.0 -0.4 -0.046
```
Positions in Å, forces in eV/Å.


3.
Formula: C5H38N2O14
Source: the Open Molecules 2025 dataset
Level of theory: wB97M-V/def2-TZVPD

Results
ΔE to the lowest compared entry with this formula, charge and spin ... 80.3 kcal per mole
Net charge ... 0

```
59
Properties=species:S:1:pos:R:3:forces:R:3:lowdin_charge:R:1
C 0.7040 -1.4286 0.2122 0.4 -1.0 -0.3 -0.209
O 0.0650 -2.6383 0.6117 -1.0 0.0 0.8 -0.121
C 2.1191 -1.4006 0.8206 -0.1 0.5 0.1 -0.350
C 2.9925 -0.2458 0.3121 -0.4 1.0 -1.3 -0.102
C 2.6124 1.1048 0.8710 1.1 0.3 -0.1 -0.423
C 3.4861 1.8978 1.4966 -0.5 0.2 0.5 0.036
N 1.2972 1.4595 0.6220 -1.7 0.1 -1.1 0.088
N 2.6903 -2.7241 0.6696 -0.2 -0.1 0.0 0.063
H 0.1144 -0.6019 0.5819 -0.1 0.1 -0.1 0.085
H 0.7072 -1.4669 -0.8833 0.2 0.5 0.0 0.112
H 1.9261 -1.1833 1.8701 0.2 -0.4 0.4 0.140
H 2.8468 -0.0970 -0.7739 -0.1 -0.4 0.0 0.114
H 4.0736 -0.3551 0.3886 -0.1 -0.5 0.6 0.120
H 3.0952 2.8181 1.9061 0.2 0.4 -0.1 0.048
H 4.5159 1.6769 1.7375 -0.1 -0.4 -0.1 0.051
H 0.9291 2.4075 0.6323 1.1 0.3 0.8 0.098
H 0.9788 1.2007 -0.3126 0.4 -0.6 0.2 0.063
H 0.7335 -3.2667 0.9393 0.3 0.3 -0.4 0.091
H 3.1496 -2.8190 -0.2259 0.1 -0.2 -0.1 0.075
H 3.3009 -2.9845 1.4211 0.3 0.1 0.1 0.086
H -2.8237 1.8758 1.1731 0.3 -0.1 -0.1 0.002
H -2.0322 2.4826 0.0348 0.0 0.0 -0.2 0.007
O -2.2122 2.6069 0.9765 0.2 0.5 -0.2 -0.073
H -1.2256 -4.9129 -1.1837 0.0 -0.1 -0.3 0.037
H -1.0124 -3.5196 -0.6700 0.4 -0.1 -0.5 -0.004
O -1.0791 -4.0194 -1.5112 -0.1 0.1 0.6 -0.069
H 2.3087 -1.9492 -2.5539 -0.5 0.0 0.0 0.014
H 1.5453 -3.3273 -2.3598 0.3 0.6 -0.1 0.037
O 2.3705 -2.9022 -2.6560 0.1 -0.6 0.1 -0.057
H -2.1697 1.4070 -2.3640 -0.1 0.0 -0.3 0.028
H -1.5050 0.6907 -1.2558 -0.1 -0.1 0.2 0.031
O -1.4545 1.5540 -1.7112 0.1 0.1 0.5 -0.091
H 0.1905 1.2535 -2.2988 -0.1 0.0 -0.1 -0.023
H 1.4707 1.7124 -2.9672 0.1 0.1 0.1 0.046
O 1.0082 0.9096 -2.7081 0.0 -0.2 -0.2 -0.074
H -0.4424 -0.9731 3.9241 -0.1 0.0 0.3 0.014
H -0.5833 -1.9694 2.8130 0.1 -0.3 -0.1 0.008
O -0.2598 -1.8978 3.7206 -0.1 0.3 -0.2 -0.050
H -0.3744 0.4170 -4.2015 0.2 -0.3 0.0 0.018
H -0.7244 -0.9165 -4.9204 0.1 0.1 0.1 0.064
O -1.0010 0.0005 -4.8148 -0.2 0.1 -0.2 -0.048
H -2.2999 -0.0539 2.0517 0.1 0.2 -0.2 0.027
H -3.5284 0.6922 2.4894 -0.2 -0.3 0.2 0.068
O -3.1710 0.2250 1.7247 -0.5 -0.2 0.3 -0.060
H -2.1316 -1.7088 -0.4521 -0.5 0.3 0.1 0.040
H -3.3143 -0.6521 -0.5916 0.2 -0.4 0.3 0.058
O -2.4277 -0.8958 -0.8834 0.5 0.0 -0.2 -0.040
H -0.3643 3.4891 -1.4562 -0.1 -0.8 -0.3 0.026
H 0.6614 4.5041 -1.5585 0.7 0.0 -0.2 0.058
O 0.5641 3.5558 -1.7232 -0.6 1.0 0.5 -0.050
H -1.4244 2.0282 6.3653 0.5 0.3 -0.4 0.029
H -1.5518 2.0857 4.7500 0.6 0.1 0.3 0.008
O -1.9388 1.8203 5.5873 -1.1 -0.5 -0.1 -0.059
H -4.0930 0.8283 -3.5282 0.3 -0.2 -0.4 0.069
H -2.7081 0.2366 -4.0979 -0.1 0.1 0.1 0.032
O -3.2379 0.4415 -3.3018 -0.5 0.3 0.1 -0.058
H -0.8282 1.7252 1.9793 -0.3 -0.3 0.1 0.019
H 0.2054 0.8369 2.6918 0.1 0.0 -0.2 0.041
O -0.7431 0.9654 2.5910 0.2 0.2 0.5 -0.089
```
Positions in Å, forces in eV/Å.


no.,E_tot (eV),gap between HOMO and LUMO (eV)
1,-33346.9508,9.45
2,-33350.5655,8.66
3,-37447.8818,8.66